This record from OMol25 describes an isolated ion of composition C4H8N3O and charge +1. The level of theory is the ωB97M-V functional and the def2-TZVPD basis.

Output
Highest occupied orbital energy in eV: -13.14
F_max in eV/Å: 4.4
Relative energy (zero: lowest compared OMol25 entry of this formula, charge and spin) in kcal per mole: 87.4
Kohn-Sham gap in eV: 9.7
M in g mol⁻¹: 114.13
E in hartree: -396.39692
Charge: +1
SMILES string: N[C@@]12[NH+]=CN[C@@H]1[C@@H]2O

Positions of all 16 atoms, in Å:
N 2.0978 -0.7156 0.1495
C 0.8325 -0.1597 -0.0074
N 0.5336 0.9275 0.9513
C -0.5043 1.6040 0.4681
N -0.9968 1.1255 -0.6549
C -0.2399 -0.0753 -1.1454
C -0.5686 -1.1871 -0.2238
O -1.9179 -1.2396 0.3133
H 2.0670 -1.3652 0.9330
H 2.3291 -1.1115 -0.7571
H 1.2350 1.1395 1.6608
H -0.9960 2.5324 0.9623
H -1.7868 1.6518 -1.2287
H -0.0044 0.1136 -2.2035
H -0.2285 -2.1439 -0.5128
H -1.8519 -1.0964 1.2953

This record from OMol25 describes a 2-piece molecular cluster, C4H8N3O overall. The level of theory is the ωB97M-V functional and the def2-TZVPD basis.

Output
Highest occupied orbital energy (spin up / spin down) in eV: -11.72 / -12.95
F_max in eV/Å: 2.6
Relative energy (zero: lowest compared OMol25 entry of this formula, charge and spin) in kcal per mole: 119.4
Kohn-Sham gap (spin up / spin down) in eV: 5.9 / 7.7
M in g mol⁻¹: 114.13
E in hartree: -396.34600
Charge: +1

Positions of all 16 atoms, in Å:
C -1.6460 0.3027 -1.1517
C -2.6155 -0.6158 -0.7604
C 1.2852 -0.0485 -0.0854
C -1.8136 0.2576 1.0268
N -1.0908 0.8335 -0.0696
N 1.9760 -1.1541 -0.2654
N 1.8912 1.0615 0.2608
O -2.6717 -0.7105 0.5265
H -1.1673 0.7021 -2.1208
H -3.2964 -1.2884 -1.2869
H -1.1384 -0.1659 1.7563
H -2.4305 0.8756 1.6844
H 1.6922 -2.1203 -0.3706
H 2.9398 -0.9912 -0.0422
H 1.3498 1.9056 0.4672
H 2.8484 1.1634 0.1309

This record from OMol25 describes an isolated ion of composition C4H8N3O2 and charge +1. The level of theory is the ωB97M-V functional and the def2-TZVPD basis.

Output
Highest occupied orbital energy in eV: -14.06
F_max in eV/Å: 1.1
Relative energy (zero: lowest compared OMol25 entry of this formula, charge and spin) in kcal per mole: 124.2
Kohn-Sham gap in eV: 9.1
M in g mol⁻¹: 130.13
E in hartree: -471.56314
Charge: +1
SMILES string: N/C(=C/[N+](=O)O)N1CC1

Positions of all 17 atoms, in Å:
N -0.6621 -1.9451 -0.4514
C -0.0189 -0.7883 -0.3073
C 1.3617 -0.7375 -0.6555
N 2.1234 0.3341 -0.8023
O 3.3093 0.3254 -0.9224
O 1.5255 1.5740 -0.8365
N -0.7006 0.2767 0.0993
C -1.8173 0.4732 0.9741
C -0.5863 1.2976 1.0993
H -0.2252 -2.7351 -0.8989
H -1.6299 -2.0353 -0.1818
H 1.8885 -1.6742 -0.7655
H 0.6516 1.5704 -1.2597
H -2.0234 -0.2851 1.7195
H -2.6964 0.9121 0.5209
H -0.5929 2.3199 0.7448
H 0.0929 1.1171 1.9234

This record from OMol25 describes a 2-piece molecular cluster, C4H8N3O3 overall. The level of theory is the ωB97M-V functional and the def2-TZVPD basis.

Output
Highest occupied orbital energy in eV: -12.62
F_max in eV/Å: 2.7
Relative energy (zero: lowest compared OMol25 entry of this formula, charge and spin) in kcal per mole: 94.8
Kohn-Sham gap in eV: 7.9
M in g mol⁻¹: 146.13
E in hartree: -546.70892
Charge: +1

Positions of all 18 atoms, in Å:
C -0.9086 -1.2691 -1.6398
C -0.0856 -1.3295 -0.5921
C 0.8190 0.9176 0.3340
C -0.3742 2.5936 1.4666
N -1.5953 -0.1929 -2.0506
N 0.3651 -2.1513 0.2783
N 1.9866 0.7378 0.2800
O 1.7450 -1.9608 0.5993
O -0.2222 -2.9565 0.9728
O -0.2447 1.4920 0.5200
H -0.9013 -2.0994 -2.3433
H -1.2272 2.3681 2.1039
H -0.5714 3.4953 0.8868
H 0.5313 2.7073 2.0582
H -2.1529 -0.2390 -2.8846
H -1.7503 0.5864 -1.4366
H 1.9764 -2.6473 1.2503
H 2.6103 -0.0523 0.1968

Q: Look up the charge of the fourth one.
A: +1

Q: What is the M in the first record?
A: 114.13 g mol⁻¹

Repeat the third record exactly.
This record from OMol25 describes an isolated ion of composition C4H8N3O2 and charge +1. The level of theory is the ωB97M-V functional and the def2-TZVPD basis.

Output
Highest occupied orbital energy in eV: -14.06
F_max in eV/Å: 1.1
Relative energy (zero: lowest compared OMol25 entry of this formula, charge and spin) in kcal per mole: 124.2
Kohn-Sham gap in eV: 9.1
M in g mol⁻¹: 130.13
E in hartree: -471.56314
Charge: +1
SMILES string: N/C(=C/[N+](=O)O)N1CC1

Positions of all 17 atoms, in Å:
N -0.6621 -1.9451 -0.4514
C -0.0189 -0.7883 -0.3073
C 1.3617 -0.7375 -0.6555
N 2.1234 0.3341 -0.8023
O 3.3093 0.3254 -0.9224
O 1.5255 1.5740 -0.8365
N -0.7006 0.2767 0.0993
C -1.8173 0.4732 0.9741
C -0.5863 1.2976 1.0993
H -0.2252 -2.7351 -0.8989
H -1.6299 -2.0353 -0.1818
H 1.8885 -1.6742 -0.7655
H 0.6516 1.5704 -1.2597
H -2.0234 -0.2851 1.7195
H -2.6964 0.9121 0.5209
H -0.5929 2.3199 0.7448
H 0.0929 1.1171 1.9234